{"formula": "C24H32BrN2O5", "method": "ωB97M-V with the def2-TZVPD basis set", "total_energy_ha": -3993.100824, "lumo_energy_ev": [-1.850, -1.850], "orbital_gap_ev": [7.294, 7.839], "total_charge": 0, "spin_multiplicity": 2, "symbols": ["C", "C", "C", "C", "C", "Br", "C", "C", "C", "N", "C", "C", "C", "C", "N", "O", "H", "H", "H", "H", "H", "H", "H", "H", "H", "H", "H", "H", "H", "H", "H", "H", "H", "H", "H", "H", "H", "H", "H", "H", "C", "C", "C", "O", "C", "C", "C", "O", "H", "H", "H", "H", "C", "C", "C", "O", "C", "C", "C", "O", "H", "H", "H", "H"], "positions_angstrom": [[0.84, -3.64, 2.42], [1.26, -3.30, 0.87], [1.78, -4.75, 0.23], [-0.06, -2.90, -0.01], [-0.43, -1.31, -0.04], [-0.79, -0.84, -1.99], [-1.86, -0.94, 0.75], [-1.84, -1.36, 2.34], [-2.62, -2.77, 2.68], [-4.14, -2.64, 2.61], [0.70, -0.29, 0.53], [2.13, -0.92, 0.99], [2.35, -0.47, 2.57], [3.29, -0.04, 0.15], [2.41, -2.35, 0.69], [3.47, -2.85, 1.32], [0.85, -2.74, 3.16], [1.60, -4.45, 2.83], [-0.22, -4.17, 2.40], [2.32, -4.54, -0.81], [0.88, -5.51, 0.10], [2.56, -5.29, 0.96], [0.19, -3.21, -1.14], [-1.00, -3.58, 0.27], [-1.91, 0.25, 0.73], [-2.80, -1.31, 0.16], [-0.73, -1.31, 2.69], [-2.41, -0.50, 2.94], [-2.34, -3.67, 1.99], [-2.38, -3.12, 3.80], [-4.47, -3.06, 1.69], [-4.38, -1.62, 2.57], [0.89, 0.53, -0.32], [0.24, 0.30, 1.44], [3.33, -0.91, 3.05], [2.51, 0.71, 2.53], [1.38, -0.62, 3.23], [2.97, 1.09, 0.00], [4.26, -0.11, 0.81], [3.55, -0.57, -0.88], [1.54, 2.20, -4.09], [1.32, 2.49, -2.80], [2.29, 3.28, -2.02], [2.08, 3.55, -0.84], [3.51, 3.75, -2.71], [3.73, 3.45, -4.00], [2.76, 2.66, -4.78], [2.97, 2.39, -5.96], [0.85, 1.61, -4.68], [0.43, 2.16, -2.28], [4.20, 4.33, -2.12], [4.62, 3.78, -4.52], [-4.59, 2.71, -0.78], [-3.59, 2.43, -1.61], [-2.39, 3.29, -1.69], [-1.47, 3.04, -2.45], [-2.35, 4.48, -0.81], [-3.36, 4.76, 0.03], [-4.56, 3.90, 0.10], [-5.48, 4.15, 0.86], [-5.48, 2.09, -0.71], [-3.60, 1.56, -2.26], [-1.47, 5.10, -0.87], [-3.35, 5.63, 0.68]], "lowdin_spin": [0.017, 0.024, 0.003, -0.001, 0.000, 0.001, 0.000, 0.000, 0.000, 0.000, -0.001, 0.024, 0.018, 0.008, 0.333, 0.568, 0.000, 0.003, 0.001, 0.000, 0.000, 0.000, 0.000, 0.000, 0.000, 0.000, 0.000, 0.000, 0.000, 0.000, 0.000, 0.000, 0.000, 0.000, 0.003, 0.001, 0.000, 0.000, 0.000, 0.000, 0.000, 0.000, 0.000, 0.000, 0.000, 0.000, 0.000, 0.000, 0.000, 0.000, 0.000, 0.000, 0.000, 0.000, 0.000, 0.000, 0.000, 0.000, 0.000, 0.000, 0.000, 0.000, 0.000, 0.000]}